No. 1
Molecular formula: C39H36IrNO8P2STe
Method: DFT, the ωB97M-V functional and the def2-TZVPD basis

Cartesian coordinates (Å):
Ir: 0.18 0.60 0.84
C: 3.10 5.02 -0.27
C: 2.57 4.74 1.12
O: 2.64 3.32 1.33
P: 1.67 2.55 2.33
O: 1.88 1.08 2.02
Te: -0.65 2.99 1.97
O: 2.25 2.88 3.77
C: 1.48 3.43 4.87
C: 1.05 2.32 5.80
H: 3.07 6.09 -0.47
H: 2.49 4.50 -1.01
H: 4.13 4.68 -0.35
H: 1.52 5.06 1.20
H: 3.15 5.23 1.90
H: 0.61 3.96 4.47
H: 2.14 4.15 5.35
H: 0.39 1.63 5.29
H: 0.52 2.74 6.66
H: 1.92 1.77 6.17
C: 2.82 -4.42 2.73
C: 2.32 -3.24 3.25
C: 1.80 -2.27 2.40
C: 1.79 -2.48 1.03
C: 2.32 -3.67 0.51
C: 2.82 -4.64 1.36
P: 1.18 -1.21 -0.11
C: 2.64 -0.85 -1.13
C: 2.87 -1.50 -2.33
C: 4.02 -1.22 -3.06
C: 4.95 -0.31 -2.56
C: 4.72 0.33 -1.35
C: 3.56 0.07 -0.63
C: -0.04 -2.04 -1.17
C: -0.65 -3.22 -0.76
C: -1.70 -3.75 -1.51
C: -2.14 -3.09 -2.65
C: -1.53 -1.91 -3.05
C: -0.49 -1.37 -2.31
H: 3.21 -5.18 3.40
H: 2.33 -3.07 4.32
H: 1.42 -1.34 2.80
H: 2.33 -3.84 -0.56
H: 3.22 -5.56 0.95
H: 2.15 -2.21 -2.72
H: 4.20 -1.72 -4.00
H: 5.85 -0.10 -3.13
H: 5.44 1.04 -0.97
H: 3.37 0.58 0.30
H: -0.31 -3.74 0.13
H: -2.17 -4.67 -1.19
H: -2.95 -3.50 -3.23
H: -1.88 -1.39 -3.93
H: -0.04 -0.43 -2.59
O: -0.81 -0.51 2.45
C: -1.74 -0.78 1.65
O: -1.67 -0.28 0.47
C: -2.87 -1.67 1.99
C: -3.81 -1.98 1.01
C: -4.85 -2.84 1.32
C: -4.91 -3.37 2.59
C: -3.98 -3.08 3.58
C: -2.95 -2.21 3.26
N: -6.01 -4.30 2.92
O: -6.82 -4.54 2.05
O: -6.07 -4.73 4.06
H: -3.72 -1.55 0.03
H: -5.60 -3.11 0.59
H: -4.08 -3.52 4.56
H: -2.20 -1.96 3.99
C: 2.79 6.89 -5.04
C: 2.97 6.48 -6.48
O: 3.35 7.23 -7.34
S: 2.61 4.79 -6.96
C: 2.15 4.01 -5.43
C: 3.12 3.46 -4.60
C: 2.76 2.85 -3.41
C: 1.42 2.75 -3.04
C: 0.45 3.28 -3.90
C: 0.81 3.90 -5.08
C: 1.04 2.09 -1.83
C: 0.71 1.53 -0.81
H: 2.86 7.97 -4.99
H: 3.58 6.44 -4.44
H: 1.84 6.54 -4.64
H: 4.17 3.53 -4.88
H: 3.52 2.42 -2.77
H: -0.60 3.21 -3.62
H: 0.05 4.31 -5.74

As for the energy relative to the best compared isomer or geometry (same formula, charge and spin): 0.000 eV. The value obtained for the gap between HOMO and LUMO is 7.043 eV. The spin multiplicity is 1. The calculation puts the LUMO energy at -0.897 eV. Its max |F| is 0.9 eV Å⁻¹.

---

No. 2
Molecular formula: C39H36N4O2P2PdSSe2
Method: DFT, the ωB97M-V functional and the def2-TZVPD basis

Cartesian coordinates (Å):
Pd: -3.30 -0.57 -1.39
Se: 2.55 -2.47 1.67
P: 2.47 -0.81 0.35
C: 3.09 0.72 1.14
C: 3.63 0.74 2.42
C: 4.19 1.90 2.92
C: 4.22 3.05 2.15
C: 3.66 3.05 0.87
C: 3.10 1.89 0.37
C: 3.78 -0.95 -0.92
C: 5.04 -1.25 -0.41
C: 6.14 -1.33 -1.25
C: 5.98 -1.13 -2.61
C: 4.73 -0.82 -3.12
C: 3.63 -0.73 -2.29
C: 0.88 -0.41 -0.35
C: -0.47 -0.50 0.06
N: -1.20 -0.03 -0.98
N: -0.38 0.30 -1.96
N: 0.86 0.08 -1.61
P: -1.41 -0.52 1.60
Se: -3.48 -0.89 1.42
C: -0.68 -1.69 2.78
C: -0.04 -1.31 3.95
C: 0.45 -2.28 4.81
C: 0.27 -3.63 4.53
C: -0.42 -4.00 3.38
C: -0.89 -3.04 2.51
C: -1.13 1.14 2.30
C: -2.17 1.99 2.63
C: -1.90 3.27 3.08
C: -0.59 3.72 3.19
C: 0.46 2.87 2.86
C: 0.19 1.59 2.42
H: 3.60 -0.17 3.01
H: 4.62 1.91 3.92
H: 4.68 3.96 2.53
H: 3.66 3.95 0.27
H: 2.65 1.86 -0.62
H: 5.15 -1.42 0.66
H: 7.12 -1.56 -0.84
H: 6.83 -1.23 -3.28
H: 4.60 -0.69 -4.19
H: 2.65 -0.48 -2.68
H: 0.09 -0.27 4.19
H: 0.98 -1.98 5.71
H: 0.66 -4.38 5.20
H: -0.59 -5.05 3.17
H: -1.42 -3.32 1.61
H: -3.19 1.64 2.53
H: -2.71 3.94 3.35
H: -0.38 4.73 3.53
H: 1.49 3.20 2.93
H: 0.99 0.92 2.16
O: -5.99 -1.75 -1.22
C: -5.24 -0.89 -1.45
C: -1.93 4.11 -0.55
C: -2.74 3.80 -1.80
S: -3.25 1.99 -1.81
O: -3.87 1.82 -3.15
C: -4.66 2.32 -0.63
C: -5.91 2.73 -1.39
H: -1.42 5.07 -0.63
H: -1.18 3.33 -0.39
H: -2.57 4.14 0.34
H: -2.12 3.89 -2.70
H: -3.62 4.43 -1.92
H: -4.33 3.07 0.09
H: -4.81 1.37 -0.12
H: -5.89 3.79 -1.66
H: -6.80 2.54 -0.79
H: -5.96 2.14 -2.30
C: -3.09 -2.67 -2.25
C: -1.77 -2.95 -2.68
C: -0.79 -3.58 -1.85
C: 0.42 -3.99 -2.35
C: 0.75 -3.81 -3.71
C: -0.18 -3.13 -4.53
C: -1.38 -2.72 -4.04
C: 1.91 -4.37 -4.27
N: 2.84 -4.86 -4.76
H: -3.42 -3.22 -1.37
H: -3.81 -2.64 -3.05
H: -1.03 -3.76 -0.81
H: 1.14 -4.48 -1.69
H: 0.07 -2.95 -5.57
H: -2.09 -2.22 -4.69

As for the energy relative to the best compared isomer or geometry (same formula, charge and spin): 0.000 eV. The value obtained for the gap between HOMO and LUMO is 3.596 eV. The spin multiplicity is 1. The calculation puts the LUMO energy at 3.832 eV. Its max |F| is 1.6 eV Å⁻¹. Its total charge is -2.

---

No. 3
Molecular formula: C39H37Br6F2N5
Method: DFT, the ωB97M-V functional and the def2-TZVPD basis

Cartesian coordinates (Å):
F: -5.27 -3.70 3.29
C: -4.04 -4.08 3.62
C: -3.14 -4.23 2.59
C: -1.87 -4.57 2.86
C: -1.58 -4.96 4.20
C: -2.56 -5.01 5.14
C: -3.86 -4.51 4.89
H: -3.53 -4.05 1.61
H: -1.12 -4.48 2.04
H: -0.61 -5.24 4.48
H: -2.26 -5.49 6.07
H: -4.66 -4.40 5.63
F: -2.30 -1.33 -4.20
C: -2.72 -1.20 -2.93
C: -2.50 0.01 -2.25
C: -3.11 0.11 -0.96
C: -3.69 -0.93 -0.40
C: -3.89 -2.12 -1.05
C: -3.41 -2.30 -2.37
H: -2.08 0.84 -2.83
H: -3.18 1.01 -0.31
H: -4.10 -0.80 0.63
H: -4.47 -2.90 -0.58
H: -3.71 -3.13 -2.97
C: 3.27 -1.60 -7.71
Br: 2.45 -1.10 -9.45
Br: 4.24 -3.22 -7.59
Br: 1.90 -1.49 -6.30
H: 3.89 -0.82 -7.44
C: 5.19 -3.21 -2.10
Br: 6.91 -3.58 -1.43
Br: 3.81 -3.83 -0.81
Br: 4.83 -3.79 -3.89
H: 5.02 -2.13 -2.05
N: 2.98 1.76 -3.70
C: 2.73 2.31 -2.53
C: 1.40 2.59 -2.16
C: 0.40 2.28 -3.03
C: 0.72 1.70 -4.25
C: 2.03 1.55 -4.58
H: 3.54 2.50 -1.89
H: 1.21 3.06 -1.14
H: -0.66 2.36 -2.71
H: -0.08 1.44 -4.94
H: 2.37 1.24 -5.51
N: -2.60 2.50 1.28
C: -1.49 2.92 0.71
C: -1.23 4.24 0.26
C: -2.24 5.15 0.27
C: -3.46 4.73 0.87
C: -3.53 3.46 1.45
H: -0.86 2.06 0.49
H: -0.30 4.40 -0.18
H: -2.17 6.14 -0.21
H: -4.29 5.40 0.95
H: -4.42 3.09 1.93
N: -0.59 0.63 3.96
C: 0.44 -0.22 3.88
C: 0.62 -1.36 4.62
C: -0.47 -1.93 5.22
C: -1.64 -1.12 5.23
C: -1.64 0.13 4.68
H: 1.27 0.06 3.31
H: 1.59 -1.84 4.48
H: -0.45 -2.85 5.70
H: -2.55 -1.65 5.52
H: -2.54 0.77 4.80
N: 2.70 5.47 0.32
C: 2.18 4.48 1.07
C: 2.86 3.32 1.33
C: 4.12 3.13 0.82
C: 4.68 4.16 0.10
C: 3.92 5.27 -0.11
H: 1.24 4.71 1.63
H: 2.31 2.64 1.95
H: 4.56 2.13 0.88
H: 5.57 4.07 -0.47
H: 4.39 5.89 -0.84
N: 2.28 -0.18 -0.47
C: 1.39 -0.25 0.49
C: 0.17 -0.88 0.47
C: -0.16 -1.46 -0.76
C: 0.72 -1.51 -1.83
C: 1.95 -0.81 -1.59
H: 1.65 0.32 1.39
H: -0.54 -0.82 1.31
H: -1.06 -2.06 -0.81
H: 0.42 -1.99 -2.78
H: 2.70 -0.89 -2.35

The value obtained for the gap between HOMO and LUMO is 9.095 eV. The spin multiplicity is 1. The calculation puts the LUMO energy at -0.241 eV. Its max |F| is 4.5 eV Å⁻¹.

---

Question: What is the max |F| in the first record?
Answer: 0.9 eV Å⁻¹

---

Question: gap between HOMO and LUMO of number 1 (C39H36IrNO8P2STe)?
Answer: 7.043 eV